# 1
DFT (ωB97M-V/def2-TZVPD) results for a molecular structure, C24H16N10O5RuS3 at a distorted geometry.

Computed properties:
* lowest unoccupied orbital energy (spin up / spin down): 2.024 / 1.878 eV
* multiplicity: 2
* charge: -1
* expectation value of S²: 0.76
* orbital gap (spin up / spin down): 6.77 / 6.54 eV

Cartesian coordinates (Å):
Ru: -0.8693 -0.0683 -0.2891
C: -2.4666 -2.0887 4.4744
N: -1.5978 -1.9125 3.3126
C: -1.2300 -0.8341 2.6326
N: -0.5913 -1.2056 1.5320
C: -0.5885 -2.5638 1.5978
N: -1.1816 -3.0347 2.6629
C: -2.7212 -0.8665 5.3226
C: -2.6615 -1.0232 6.7058
C: -2.9625 0.0270 7.5597
C: -3.2732 1.2734 7.0435
C: -3.3078 1.4481 5.6656
C: -3.0842 0.3735 4.8101
C: -3.4971 2.7897 5.1105
N: -4.1939 3.7767 5.5518
N: -3.9537 4.8358 4.6812
C: -3.1222 4.3977 3.7996
O: -2.7940 3.1014 3.9985
C: -2.4884 5.1061 2.6866
C: -3.1527 6.1483 2.0494
C: -2.5317 6.8046 1.0007
C: -1.2601 6.4250 0.5896
C: -0.5905 5.3912 1.2305
C: 0.8069 4.9998 0.7985
N: 1.0157 3.5656 0.8487
C: 0.5845 2.6454 -0.0152
N: 0.7311 1.4452 0.5139
C: 1.2559 1.6938 1.7377
N: 1.4491 2.9676 1.9883
C: -1.2144 4.7297 2.2793
H: -2.0019 -2.8581 5.0891
H: -3.4074 -2.4962 4.0970
H: -1.4347 0.1863 2.8952
H: -0.1531 -3.1859 0.8340
H: -2.3796 -1.9845 7.1186
H: -2.9215 -0.1209 8.6307
H: -3.4654 2.1197 7.6888
H: -3.2099 0.5318 3.7478
H: -4.1502 6.4152 2.3697
H: -3.0472 7.6034 0.4845
H: -0.7915 6.9319 -0.2460
H: 1.5591 5.4405 1.4530
H: 0.9983 5.3402 -0.2188
H: 0.1589 2.8405 -0.9873
H: 1.5134 0.9195 2.4405
H: -0.7136 3.9111 2.7791
S: -2.1218 1.6445 0.6985
C: -3.6997 0.9666 1.0078
C: -4.6163 1.7787 1.7508
N: -5.2953 2.4770 2.3654
C: -4.0023 -0.2811 0.5874
S: -2.8724 -1.2534 -0.3131
C: -5.2748 -0.8783 0.8857
N: -6.2931 -1.3603 1.1182
O: 0.7797 -0.0202 -3.8142
S: 0.0928 -0.2841 -2.5852
O: -0.9221 -1.3476 -2.5827
O: -0.6693 0.9679 -2.0641
O: 0.9940 -0.5913 -1.4101

=====

# 2
DFT (ωB97M-V/def2-TZVPD) results for 2 unconnected molecules or ions with the total composition C4H6N2O at a distorted geometry.

Computed properties:
* lowest unoccupied orbital energy (spin up / spin down): -0.975 / -0.971 eV
* orbital gap (spin up / spin down): 7.96 / 7.95 eV

Cartesian coordinates (Å):
C: 2.4265 0.4786 -0.2341
O: 1.6160 -0.4348 0.5062
C: 0.2963 -0.3220 0.3912
C: -0.5497 -1.2487 1.2253
N: -1.7359 -0.8294 0.8027
C: -1.7281 0.2572 -0.1776
N: -0.3530 0.5373 -0.3531
H: 2.1705 0.4399 -1.2952
H: 3.4672 0.1791 -0.0813
H: 2.2679 1.4920 0.1433
H: -2.6677 -0.1496 -1.5468
H: -2.5729 -1.1791 1.2403
H: -2.6370 0.7796 -0.6207

=====

# 3
DFT (ωB97M-V/def2-TZVPD) results for a molecular structure, C4H5NO2.

Computed properties:
* lowest unoccupied orbital energy: 0.514 eV
* orbital gap: 8.94 eV

Cartesian coordinates (Å):
O: -0.9793 0.6471 2.4266
C: -0.4131 0.2943 1.3376
N: -0.8907 0.3938 0.0873
C: -0.3676 -0.3638 -1.0213
C: 1.0148 0.0434 -1.4983
O: 1.6589 0.9381 -1.0196
C: 0.6838 0.0565 2.1217
H: -1.5169 1.1641 -0.0965
H: -1.0621 -0.2813 -1.8671
H: -0.3428 -1.4313 -0.7646
H: 1.3974 -0.5714 -2.3423
H: 0.8177 -0.8895 2.6365

=====

# 4
DFT (ωB97M-V/def2-TZVPD) results for 2 unconnected molecules or ions with the total composition C4H5O2 at a distorted geometry.

Computed properties:
* lowest unoccupied orbital energy: -6.751 eV
* charge: +1
* orbital gap: 6.65 eV

Cartesian coordinates (Å):
C: -0.0573 0.7345 1.2188
C: 1.6121 -2.2091 -1.6841
C: -1.2208 1.5164 1.2212
C: -1.9937 1.7606 0.1230
O: -2.5839 1.9813 -0.7965
O: 1.9140 -1.2654 -1.0214
H: 0.4445 0.6997 2.1332
H: 0.4006 0.3337 0.3331
H: 0.6317 -2.5683 -1.5943
H: 2.4185 -2.8002 -2.2153
H: -1.5656 1.8167 2.2823

=====

# 5
DFT (ωB97M-V/def2-TZVPD) results for a molecular structure, C24H32BIrN6S2.

Computed properties:
* lowest unoccupied orbital energy (spin up / spin down): -0.284 / -0.285 eV
* orbital gap (spin up / spin down): 7.03 / 7.02 eV

Cartesian coordinates (Å):
Ir: -0.0696 -0.0773 -0.0487
C: -1.4968 0.8153 3.1328
C: -0.7512 -0.4462 3.5646
C: -1.2146 -0.8603 4.9620
C: -0.9082 -1.5979 2.6047
C: -1.2678 -2.9037 2.9624
C: -1.3314 -3.6128 1.7840
N: -1.0160 -2.7857 0.7870
N: -0.7491 -1.5564 1.2689
B: -0.9627 -3.0310 -0.7210
N: 0.4810 -2.7935 -1.1652
C: 1.3582 -3.6227 -1.7315
C: 2.5132 -2.9155 -1.9816
C: 2.2645 -1.6089 -1.5417
N: 1.0186 -1.5660 -1.0357
C: 3.2234 -0.4516 -1.6467
C: 2.6021 0.7828 -2.2986
C: 4.4769 -0.8681 -2.4177
N: -1.8822 -2.0292 -1.4299
C: -2.9122 -2.3531 -2.2182
C: -3.4932 -1.1924 -2.6638
C: -2.7430 -0.1573 -2.0926
N: -1.7593 -0.6738 -1.3384
C: -3.0498 1.2943 -2.3315
C: -1.9409 1.9958 -3.1207
C: -3.5136 2.0044 -1.0568
H: -1.4539 1.5547 3.9341
H: -2.5482 0.5944 2.9307
H: -1.0680 1.2627 2.2412
H: 0.3154 -0.2188 3.6265
H: -2.2672 -1.1520 4.9609
H: -1.0997 -0.0166 5.6426
H: -0.6266 -1.6868 5.3646
H: -1.4856 -3.2747 3.9473
H: -1.5873 -4.6389 1.5812
H: -1.2999 -4.1522 -0.9762
H: 1.0929 -4.6482 -1.9248
H: 3.4052 -3.2879 -2.4513
H: 3.5329 -0.1930 -0.6320
H: 2.1540 0.5276 -3.2625
H: 3.3763 1.5317 -2.4725
H: 1.8326 1.2330 -1.6767
H: 4.2321 -1.1852 -3.4339
H: 5.0151 -1.6778 -1.9220
H: 5.1557 -0.0179 -2.4853
H: -3.1507 -3.3874 -2.3984
H: -4.3435 -1.0822 -3.3140
H: -3.9203 1.2734 -2.9936
H: -0.9721 1.9239 -2.6361
H: -2.1782 3.0531 -3.2503
H: -1.8507 1.5425 -4.1096
H: -2.7883 1.9374 -0.2506
H: -4.4435 1.5549 -0.7037
H: -3.7003 3.0605 -1.2586
S: -0.2677 2.1299 -0.2170
C: 1.0177 2.8291 0.7488
C: 1.1463 4.2195 0.8260
C: 2.1536 4.7797 1.5823
C: 3.0432 3.9501 2.2702
C: 2.9220 2.5789 2.1988
C: 1.9011 1.9997 1.4323
S: 1.7323 0.2724 1.3302
H: 0.4458 4.8438 0.2847
H: 2.2540 5.8551 1.6425
H: 3.8357 4.3859 2.8653
H: 3.6117 1.9361 2.7323

=====

# 6
DFT (ωB97M-V/def2-TZVPD) results for a single C3H3Cl3S molecule at a distorted geometry.

Computed properties:
* lowest unoccupied orbital energy: -0.782 eV
* structure (SMILES): S=C[C@@H](Cl)C(Cl)Cl
* orbital gap: 8.46 eV

Cartesian coordinates (Å):
C: 0.5113 -1.3252 0.1697
C: 0.1951 0.0954 0.6275
C: -0.3230 0.8498 -0.5848
S: -0.0415 -2.4399 1.1423
Cl: 1.6635 0.9200 1.0820
Cl: -1.7022 -0.0696 -1.2535
Cl: -0.8863 2.4783 -0.3200
H: 0.9733 -1.5835 -0.7262
H: -0.6836 0.1023 1.3912
H: 0.2933 0.9724 -1.5282